[1]
# C51H77ClN2O14

7 unconnected molecules or ions with the total composition C51H77ClN2O14 (ωB97M-V/def2-TZVPD, the OMol25 dataset).

LUMO level: -0.2 eV
Highest occupied orbital energy: -8.94 eV
SMILES: [H]/N=C\Cc1c(Cl)c2c(c(CC#C)c1NCC)C(=O)c1cc(C)cc(CCCCC)c1C2=O.CCOC(C)=O.CCOC(C)=O.CCOC(C)=O.CCOC(C)=O.CCOC(C)=O.CCOC(C)=O
DFT total energy: -3612.5020 Ha

The geometry in XYZ format:
```
145
Properties=species:S:1:pos:R:3:forces:R:3:lowdin_charge:R:1
H -0.39281 -3.62810 2.34325 0.0 -0.2 -0.2 0.03
N 0.51834 -3.89052 1.94553 0.0 0.5 0.5 0.09
C 1.30559 -2.90610 2.08803 0.3 0.6 -0.4 -0.29
C 0.93598 -1.53800 2.72819 -0.2 -0.4 0.1 -0.12
C -0.34925 -0.90487 2.18001 -0.8 0.3 0.5 -0.15
C -0.69433 -0.80921 0.81451 -0.4 0.1 -0.1 -0.47
Cl 0.39662 -1.43080 -0.42797 -0.2 0.3 0.7 0.75
C -1.89023 -0.19000 0.37838 -0.1 0.2 -0.2 -0.08
C -2.79937 0.37284 1.30399 0.8 -0.3 0.1 -0.03
C -2.48248 0.30262 2.68335 -0.3 -0.1 -0.3 -0.07
C -3.47818 0.97285 3.66650 0.4 0.8 0.0 -0.12
C -3.55604 2.46586 3.42049 -0.3 -0.5 -0.1 -0.11
C -3.62501 3.66141 3.23965 0.6 -0.3 0.9 0.10
C -1.27372 -0.33070 3.11885 -0.7 0.6 -0.9 -0.14
N -0.99649 -0.34062 4.52784 0.1 -0.5 -0.6 -0.02
C -1.86698 -1.25718 5.27636 0.0 -0.4 1.1 -0.25
C -1.46970 -2.75474 5.16872 0.1 0.2 0.6 -0.06
C -4.06288 1.06472 0.74617 0.9 0.2 -0.5 -0.27
O -5.14883 0.95584 1.25809 0.2 0.1 -0.1 0.12
C -3.80465 1.88870 -0.52764 0.2 -0.3 0.2 -0.06
C -4.41272 3.14267 -0.73352 0.7 -0.6 -1.0 0.03
C -4.06705 3.83781 -1.92487 -0.3 0.2 0.1 -0.24
C -4.67562 5.23657 -2.17876 1.0 -0.3 0.5 -0.05
C -3.15895 3.27877 -2.84260 0.5 -0.8 0.2 0.01
C -2.54179 2.00491 -2.65385 -0.9 0.2 0.5 -0.13
C -1.56726 1.46096 -3.69616 0.6 0.7 0.1 -0.15
C -0.16849 2.18520 -3.67355 -0.5 -0.5 -0.8 -0.18
C 0.65730 1.56459 -4.85550 0.3 -0.1 1.2 -0.23
C 2.13189 2.05498 -4.90083 -0.5 0.4 -1.6 -0.26
C 2.16197 3.59878 -5.17190 -0.5 -1.0 0.3 -0.11
C -2.88973 1.31968 -1.46514 0.1 0.0 0.2 -0.03
C -2.26943 -0.04788 -1.11493 -0.2 0.6 0.8 -0.28
O -2.12210 -0.94279 -1.90683 -0.1 0.2 0.1 0.08
H 2.32908 -3.03647 1.67534 -0.5 0.3 0.4 0.10
H 1.75347 -0.78839 2.71116 -0.2 -0.6 -0.2 0.12
H 0.75039 -1.73668 3.80699 0.2 0.2 -0.7 0.10
H -3.15658 0.86155 4.71746 -0.1 0.0 -0.6 0.11
H -4.47210 0.49205 3.59348 0.5 0.4 -0.1 0.12
H -3.49341 4.72198 3.43221 -0.3 -0.7 -0.6 0.04
H -1.01253 0.60449 4.89541 -0.1 -0.2 0.0 0.12
H -1.76135 -0.98069 6.34972 -0.2 -0.1 -0.7 0.13
H -2.95008 -1.15924 5.05006 0.6 0.1 -0.1 0.08
H -1.21093 -3.08159 4.14466 -0.3 0.2 0.5 0.05
H -2.30704 -3.35498 5.58661 0.5 0.3 -0.5 0.07
H -0.60542 -2.96653 5.83705 -0.4 0.2 -0.6 0.08
H -5.12199 3.57241 -0.00976 0.5 -0.4 -0.4 0.13
H -3.83710 5.92714 -2.41534 -0.6 -0.3 -0.1 0.08
H -5.40390 5.24833 -3.00806 0.3 0.0 0.5 0.08
H -5.10515 5.60228 -1.22380 -0.1 -0.2 -0.7 0.08
H -2.85318 3.81582 -3.75830 -0.4 -0.1 0.6 0.13
H -1.35735 0.38226 -3.60912 -0.5 0.5 0.1 0.10
H -2.00734 1.63456 -4.69970 0.2 -0.1 0.5 0.12
H -0.30992 3.27166 -3.83879 0.1 -0.5 0.2 0.10
H 0.33914 2.04768 -2.69753 -0.2 0.0 -0.5 0.12
H 0.67432 0.46161 -4.72027 -0.2 0.5 -0.1 0.11
H 0.09452 1.76674 -5.79354 0.6 0.0 0.4 0.11
H 2.72924 1.74038 -4.02614 -0.4 0.3 -0.3 0.10
H 2.58542 1.57831 -5.80519 -0.1 0.1 0.7 0.10
H 1.90067 4.10904 -4.22730 0.5 0.1 -0.6 0.07
H 1.34184 3.81371 -5.89580 0.6 0.0 0.3 0.07
H 3.13584 3.90415 -5.59107 -0.5 0.2 0.5 0.05
C 6.23110 -4.98197 5.82593 0.1 0.1 -0.1 -0.07
C 4.78303 -4.79980 5.41997 0.2 -0.2 0.1 -0.23
O 4.51727 -3.44831 5.03074 -0.4 0.2 0.2 0.00
C 4.72505 -2.97026 3.79066 0.3 0.0 -0.1 -0.53
C 5.54012 -3.78285 2.81688 -0.3 -0.4 -0.3 0.01
O 4.32071 -1.87529 3.50431 -0.1 0.0 0.2 0.09
H 6.90968 -4.78164 4.99565 0.0 -0.1 0.0 0.07
H 6.40624 -6.00021 6.17627 0.0 0.0 0.0 0.08
H 6.49108 -4.28524 6.62409 -0.1 -0.1 0.0 0.08
H 4.47536 -5.49894 4.64033 0.1 0.1 -0.1 0.11
H 4.14115 -4.99496 6.27897 -0.1 0.2 -0.1 0.12
H 6.58204 -3.46857 2.87560 0.0 0.0 0.0 0.10
H 5.16447 -3.58981 1.81328 0.1 0.2 0.0 0.09
H 5.47232 -4.85714 2.97125 0.2 0.0 0.1 0.07
C 7.60522 0.53944 -2.95812 0.0 0.1 -0.1 -0.06
C 6.50146 0.75427 -3.97035 0.3 -0.1 0.1 -0.23
O 5.68491 1.87436 -3.60934 -0.6 -0.1 -0.1 -0.02
C 5.97352 3.15313 -3.93494 0.4 0.2 0.1 -0.52
C 7.34426 3.48789 -4.45507 0.1 0.0 -0.4 0.01
O 5.15152 4.00784 -3.73566 -0.2 -0.3 0.1 0.10
H 8.28154 1.39272 -2.91390 0.0 -0.1 0.0 0.07
H 8.18821 -0.35008 -3.20427 0.0 0.0 0.0 0.09
H 7.18464 0.41877 -1.96230 0.0 -0.1 -0.1 0.05
H 6.87860 0.85504 -4.99053 0.0 0.1 0.0 0.11
H 5.83924 -0.11262 -3.97233 -0.2 0.2 0.0 0.12
H 7.98113 3.78889 -3.62213 0.0 -0.1 0.0 0.10
H 7.24859 4.31705 -5.15381 0.0 0.0 0.3 0.06
H 7.81820 2.67575 -5.00313 0.1 -0.1 0.2 0.07
C -7.73407 -2.73767 4.16015 0.1 0.1 0.2 -0.07
C -6.27136 -2.41872 3.93661 -0.4 -0.1 -0.2 -0.22
O -5.66267 -1.89372 5.12628 0.4 0.3 -0.1 -0.01
C -5.15016 -2.65799 6.10675 -0.3 -0.2 0.2 -0.54
C -5.46536 -4.13161 6.13078 0.4 -0.3 -0.3 0.02
O -4.50979 -2.13923 6.98351 0.0 0.1 -0.1 0.09
H -7.86624 -3.50853 4.91539 0.0 -0.1 -0.1 0.05
H -8.19852 -3.08008 3.23622 0.0 0.0 0.0 0.08
H -8.26485 -1.85170 4.51395 0.1 0.0 -0.1 0.09
H -5.71003 -3.27440 3.55575 0.0 0.0 0.1 0.12
H -6.18285 -1.63357 3.18410 0.2 0.1 0.2 0.12
H -6.34043 -4.29825 6.75833 0.0 0.0 0.0 0.10
H -4.61225 -4.65584 6.55944 -0.1 0.1 0.2 0.09
H -5.63303 -4.56423 5.14738 -0.2 0.1 0.0 0.07
C 5.87034 4.37076 2.33275 0.0 -0.2 0.1 -0.07
C 6.21143 4.41955 0.85750 -0.2 0.1 0.2 -0.23
O 7.30611 3.54995 0.54704 0.3 0.2 -0.3 0.00
C 7.16775 2.23992 0.27653 -0.1 -0.2 0.3 -0.52
C 5.85722 1.56120 0.58537 -0.3 0.1 -0.4 0.02
O 8.11088 1.61920 -0.13891 0.1 0.3 0.1 0.09
H 5.54415 3.37535 2.63739 -0.1 0.0 0.0 0.07
H 5.07539 5.08049 2.56630 0.0 0.0 0.0 0.08
H 6.74824 4.61505 2.93284 0.0 0.1 -0.1 0.08
H 5.35078 4.20710 0.22097 0.0 -0.1 0.0 0.12
H 6.54510 5.42414 0.59800 0.2 -0.1 -0.1 0.12
H 5.90810 1.12480 1.58302 0.0 0.0 0.0 0.10
H 5.70280 0.76781 -0.14425 0.1 -0.1 0.1 0.08
H 4.99246 2.21660 0.51600 0.0 0.0 0.2 0.07
C -12.60501 -5.76632 1.42572 -0.1 -0.1 0.2 -0.07
C -11.13839 -5.45113 1.21588 -0.3 -0.1 -0.1 -0.23
O -10.54032 -4.93541 2.41013 0.3 0.4 -0.1 0.00
C -10.03624 -5.70670 3.39161 -0.2 -0.3 0.2 -0.52
C -10.35256 -7.18071 3.40394 0.4 -0.3 -0.3 0.01
O -9.40551 -5.19559 4.27731 -0.2 0.0 -0.2 0.10
H -12.74559 -6.54348 2.17820 0.0 -0.1 -0.1 0.07
H -13.06250 -6.10188 0.49395 0.0 0.0 0.0 0.08
H -13.13545 -4.88134 1.77982 0.0 0.0 -0.1 0.08
H -10.57665 -6.30592 0.83481 0.0 0.0 0.1 0.11
H -11.04295 -4.66267 0.46944 0.1 0.1 0.2 0.12
H -11.23350 -7.35036 4.02261 0.0 0.0 0.0 0.10
H -9.50426 -7.70765 3.83738 -0.1 0.1 0.2 0.09
H -10.51081 -7.60806 2.41650 -0.2 0.0 0.0 0.07
C 3.57621 4.46604 -9.90619 -0.1 -0.1 0.2 -0.06
C 5.05438 4.74375 -10.08862 -0.3 -0.1 -0.1 -0.23
O 5.63853 5.25903 -8.88833 0.3 0.3 -0.1 0.01
C 6.10169 4.48748 -7.88943 -0.2 -0.2 0.2 -0.51
C 5.74873 3.02101 -7.86938 0.3 -0.3 -0.3 0.03
O 6.72409 4.98928 -6.99277 -0.1 0.3 -0.5 0.10
H 3.40112 3.70155 -9.14774 0.0 0.0 -0.1 0.07
H 3.13022 4.13023 -10.84361 0.0 0.0 0.0 0.08
H 3.06002 5.36756 -9.57350 0.0 0.0 -0.1 0.09
H 5.60334 3.87118 -10.44786 0.0 0.0 0.1 0.11
H 5.18457 5.52073 -10.84189 0.1 0.1 0.2 0.12
H 4.84929 2.87942 -7.26849 0.0 0.0 0.0 0.09
H 6.57443 2.47775 -7.41147 -0.1 0.1 0.2 0.09
H 5.60227 2.58693 -8.85564 -0.2 0.0 0.0 0.07
```
Forces are in eV/Å.


[2]
# C3H7NOS

A single C3H7NOS molecule (ωB97M-V/def2-TZVPD, the OMol25 dataset).

LUMO level: 0.0 eV
ΔE to the lowest compared entry with this formula, charge and spin: 352.95 kJ/mol
Highest occupied orbital energy: -9.00 eV
SMILES: C[C@@H](CS)N=O
DFT total energy: -646.5775 Ha

The geometry in XYZ format:
```
13
Properties=species:S:1:pos:R:3:forces:R:3:nbo_charge:R:1
C 0.51898 1.32364 -0.05361 -1.6 2.1 1.4 -0.65
C 0.31001 -0.09208 0.42521 0.6 0.0 -4.2 -0.17
C -0.73227 -0.95895 -0.44790 2.4 0.8 -1.4 -0.53
S -2.41218 -0.30730 -0.32259 0.5 0.3 -2.0 0.02
N 1.60372 -0.86158 0.35831 0.4 -0.7 0.2 0.15
O 2.55468 -0.32480 -0.15271 -1.4 0.0 0.4 -0.27
H 0.64108 1.38556 -1.13851 0.1 0.0 0.2 0.22
H 1.40830 1.77620 0.47200 -0.9 -0.5 -0.7 0.23
H -0.41104 1.99570 0.26265 1.9 -1.5 -0.8 0.23
H -0.08321 -0.15717 1.36739 -0.4 -0.2 2.8 0.21
H -0.35278 -1.06175 -1.52196 -0.7 0.7 1.3 0.23
H -0.66730 -1.97579 -0.11358 -0.3 -0.5 0.5 0.23
H -2.37800 -0.74168 0.86528 -0.7 -0.6 2.4 0.10
```
Forces are in eV/Å.


[3]
# C5H8N2

A single C5H8N2 molecule (ωB97M-V/def2-TZVPD, the OMol25 dataset).

LUMO level: 0.9 eV
ΔE to the lowest compared entry with this formula, charge and spin: 164.40 kJ/mol
Highest occupied orbital energy: -10.07 eV
SMILES: C[C@H]1[C@@H](C#N)N1C
DFT total energy: -304.7729 Ha

The geometry in XYZ format:
```
15
Properties=species:S:1:pos:R:3:forces:R:3:nbo_charge:R:1
C -1.97915 0.15299 0.16325 0.1 0.1 0.0 -0.62
C -0.61222 -0.29217 -0.30464 -0.2 -0.2 -0.1 -0.04
C 0.55322 0.59061 -0.63638 0.1 0.3 -0.2 -0.20
C 0.54322 2.03655 -0.70634 -0.2 0.6 0.0 0.28
N 0.56130 3.18459 -0.81615 0.0 -0.7 0.1 -0.31
N 0.46990 -0.09311 0.63541 0.1 0.0 0.1 -0.37
C 1.48955 -1.12378 0.72572 0.1 -0.2 0.0 -0.41
H -1.91309 1.05194 0.78107 0.1 -0.1 -0.2 0.23
H -2.66969 0.33651 -0.66483 0.2 0.0 0.0 0.22
H -2.41045 -0.64142 0.78429 0.1 0.1 -0.1 0.22
H -0.60973 -1.20972 -0.90085 0.1 0.1 0.2 0.20
H 1.29910 0.13684 -1.29540 -0.3 0.4 -0.2 0.23
H 1.82648 -1.41957 -0.28395 0.0 -0.3 0.3 0.16
H 1.10016 -1.99373 1.25742 0.1 0.1 0.0 0.21
H 2.35141 -0.71654 1.26140 -0.1 -0.1 0.0 0.21
```
Forces are in eV/Å.


Max |F| across the listed records, respectively: 1.75 4.27 0.68 eV/Å.